Record 1
52
Properties=species:S:1:pos:R:3:lowdin_charge:R:1 method="wB97M-V/def2-TZVPD" smiles="COc1ccc(NC(=S)Nc2ccc(S(=O)(=O)N3CCOCC3)cc2)c(OC)c1" total_charge=0 gap_ev=8.2 e_above_lowest_ev=3.0817 multiplicity=1 energy_ha=-2074.62853 homo_ev=-7.83 e_lumo_ha=0.0131
C -1.51633 -3.18326 1.82376 -0.072
H -2.42302 -3.78561 1.83438 0.099
O -1.09845 -3.16366 0.47115 -0.091
C 0.05450 -2.53163 0.14701 -0.274
C 0.43663 -2.60771 -1.19311 -0.005
C 1.58141 -1.97202 -1.61730 -0.019
C 2.37147 -1.24543 -0.73333 -0.212
C 2.02480 -1.22069 0.62762 -0.209
C 0.86030 -1.84790 1.05162 0.063
H 0.57160 -1.79342 2.08637 0.106
O 2.87908 -0.56063 1.45609 -0.080
C 2.60867 -0.54768 2.83779 -0.063
H 2.58646 -1.56095 3.24965 0.102
H 3.43167 0.00427 3.28893 0.101
H 1.66379 -0.03970 3.05535 0.091
N 3.51159 -0.58247 -1.22886 0.066
C 4.02474 0.62885 -0.91895 -0.881
S 5.58613 0.98032 -1.33510 0.601
N 3.28676 1.58825 -0.28923 0.062
C 1.92238 1.61620 -0.04913 -0.243
C 1.44258 2.13957 1.15368 -0.007
C 0.10312 2.02438 1.46705 -0.052
C -0.76195 1.41496 0.57480 -0.261
C -0.32085 0.99867 -0.66531 -0.038
C 1.01677 1.11866 -0.98967 -0.006
H 1.36822 0.82209 -1.96435 0.129
H -1.02176 0.57368 -1.36451 0.105
S -2.41515 1.05223 1.14619 0.683
O -2.29235 -0.09512 2.00851 -0.287
O -2.99962 2.24411 1.68811 -0.271
N -3.20954 0.60911 -0.25265 -0.250
C -3.58836 -0.77720 -0.42594 -0.158
H -2.78238 -1.40489 -0.05264 0.104
C -3.81934 -1.02087 -1.91930 -0.181
H -4.20195 -2.02795 -2.08883 0.132
O -4.78595 -0.13831 -2.43951 -0.124
C -4.41213 1.20663 -2.25202 -0.184
H -5.22203 1.80832 -2.66643 0.130
C -4.20784 1.52095 -0.76769 -0.165
H -3.84564 2.53738 -0.62179 0.125
H -5.15988 1.40096 -0.23221 0.137
H -3.48047 1.41624 -2.79966 0.128
H -2.86851 -0.89565 -2.46006 0.125
H -4.50883 -1.00252 0.13030 0.140
H -0.28776 2.37973 2.40747 0.122
H 2.13319 2.58721 1.85259 0.124
H 3.85073 2.30361 0.15050 0.129
H 4.12245 -1.12913 -1.82267 0.127
H 1.87274 -2.02037 -2.65582 0.123
H -0.18075 -3.16497 -1.87802 0.118
H -0.76357 -3.65518 2.46174 0.099
H -1.74312 -2.17634 2.18529 0.063

***

Record 2
51
Properties=species:S:1:pos:R:3:lowdin_charge:R:1 method="wB97M-V/def2-TZVPD" smiles="COc1cc(/C=C/C(=O)OCC(=O)NC(=O)NC(C)(C)C)ccc1OCC#N" total_charge=0 gap_ev=8.3 e_above_lowest_ev=2.2781 multiplicity=1 energy_ha=-1353.54357 homo_ev=-8.80 e_lumo_ha=-0.0169
C 6.53218 -0.76982 -0.98408 -0.069
H 6.66815 -0.30461 -0.00282 0.097
O 6.13262 -2.11505 -0.86632 -0.079
C 4.93222 -2.39116 -0.31012 -0.203
C 4.08170 -1.46543 0.27464 0.051
C 2.85964 -1.85211 0.83598 -0.206
C 2.49736 -3.19897 0.80887 -0.019
C 3.33332 -4.12982 0.22384 0.013
C 4.54011 -3.74393 -0.33433 -0.204
O 5.38596 -4.68458 -0.89410 -0.037
C 5.17588 -4.92785 -2.27159 -0.163
C 5.29328 -3.74847 -3.11112 -0.184
N 5.34830 -2.82224 -3.77774 0.184
H 4.17677 -5.36339 -2.44756 0.141
H 5.94291 -5.65259 -2.56493 0.141
H 3.06106 -5.17451 0.19938 0.126
H 1.56575 -3.52167 1.24316 0.108
C 2.02544 -0.82729 1.42575 0.001
C 0.79954 -0.97456 1.94852 0.020
C 0.09422 0.18136 2.50066 -0.485
O 0.51547 1.30767 2.58055 0.121
O -1.14617 -0.17517 2.93089 -0.020
C -1.94704 0.85566 3.47461 -0.067
H -1.31648 1.61436 3.95288 0.140
C -2.82094 1.56600 2.43937 -0.421
O -3.44317 2.56522 2.73598 0.075
N -2.83562 0.97378 1.22550 0.201
C -3.48774 1.37893 0.02037 -0.504
O -3.33859 0.68386 -0.95810 0.077
N -4.19691 2.50057 0.13537 0.143
H -4.20335 2.95166 1.04493 0.113
C -4.93533 3.13570 -0.95676 -0.585
C -5.58325 4.39141 -0.37753 -0.038
H -4.82412 5.06992 0.00502 0.087
H -6.15012 4.90714 -1.14771 0.087
H -6.25964 4.13183 0.43374 0.086
C -6.00498 2.17100 -1.47439 -0.033
H -6.69153 1.90355 -0.67422 0.086
H -5.53361 1.26671 -1.84842 0.076
H -6.56815 2.63358 -2.28003 0.084
C -3.96374 3.50444 -2.08059 -0.033
H -3.48506 2.60702 -2.46196 0.076
H -4.49700 3.99101 -2.89244 0.084
H -3.19617 4.17999 -1.70963 0.087
H -2.29723 0.12214 1.11196 0.150
H -2.59634 0.39757 4.22524 0.146
H 0.26978 -1.91233 1.98927 0.112
H 2.44016 0.17405 1.43886 0.127
H 4.35262 -0.42175 0.30161 0.114
H 7.48550 -0.79538 -1.50821 0.098
H 5.81237 -0.19346 -1.57224 0.101

***

Record 3
58
Properties=species:S:1:pos:R:3:lowdin_charge:R:1 method="wB97M-V/def2-TZVPD" total_charge=+1 gap_ev="4.9 / 6.3" e_above_lowest_ev=0.3822 multiplicity=1 energy_ha=-3213.04534 homo_ev="-11.43 / -11.50" e_lumo_ha="-0.2415 / -0.1903"
Sn 1.64936 -2.34195 -1.00867 1.259
O 6.72028 -2.74033 3.01133 0.208
C 5.81271 -2.63056 2.24927 -0.218
C 4.30765 -2.74751 2.57717 -0.242
O 3.84956 -2.74172 3.69044 0.178
C 3.60910 -2.71363 1.27807 -0.268
C 4.52140 -2.38472 0.21113 -0.278
O 4.12619 -2.11485 -0.93276 -0.041
C 5.92475 -2.35923 0.72693 -0.230
O 6.94899 -2.21298 0.12540 0.200
O 2.39267 -2.96227 1.05620 -0.167
C 1.54473 2.32677 2.63337 -0.090
N 1.52099 1.09114 1.85648 -0.297
C 1.32520 -0.11636 2.65079 -0.070
P 1.39536 1.10427 0.22367 0.568
O 1.82264 -0.24510 -0.31668 -0.467
N -0.12915 1.51059 -0.32413 -0.291
C -1.23624 1.58125 0.62799 -0.077
C -0.50269 0.95610 -1.62105 -0.116
N 2.37015 2.33379 -0.26583 -0.300
C 2.04660 3.29671 -1.30580 -0.086
C 3.79968 2.16408 -0.00239 -0.082
H 0.70365 2.35429 3.33116 0.087
H 1.49173 3.19307 1.97885 0.083
H 2.46634 2.38698 3.21760 0.095
H 0.38643 -0.07038 3.20981 0.095
H 2.14452 -0.22754 3.36452 0.096
H 1.31187 -0.99246 2.00989 0.031
H -0.90466 2.03741 1.55858 0.071
H -1.66669 0.59841 0.83631 0.076
H -2.01774 2.21679 0.20601 0.092
H 0.32908 1.03477 -2.32100 0.085
H -1.34536 1.52521 -2.01716 0.089
H -0.79641 -0.10001 -1.54793 0.050
H 0.97142 3.33364 -1.45595 0.071
H 2.53334 3.04317 -2.25225 0.091
H 2.38748 4.28834 -1.00152 0.092
H 3.94532 1.37131 0.72983 0.075
H 4.21904 3.08930 0.39755 0.094
H 4.34237 1.89781 -0.91307 0.094
S -5.90360 -3.92776 -1.08968 0.818
C -4.42572 -3.31123 -0.67340 -1.037
S -3.14932 -4.22716 0.06164 1.052
C -2.09239 -2.82688 -0.08783 -1.046
N -2.69603 -1.79146 -0.62418 0.058
N -3.96600 -2.04576 -0.92312 -0.123
C -4.74490 -0.99244 -1.48551 -0.219
C -4.19851 -0.26241 -2.53439 -0.011
C -4.95043 0.73629 -3.12316 -0.054
C -6.22892 1.01357 -2.65345 -0.050
C -6.74858 0.30471 -1.57991 -0.049
C -6.00839 -0.70187 -0.98392 -0.036
S -0.50654 -2.88610 0.51424 0.566
H -3.20389 -0.50585 -2.88407 0.113
H -4.54902 1.29152 -3.95985 0.115
H -6.82026 1.78918 -3.12063 0.116
H -7.73421 0.53820 -1.20208 0.118
H -6.39496 -1.22816 -0.12291 0.108

***

Record 4
46
Properties=species:S:1:pos:R:3:lowdin_charge:R:1 method="wB97M-V/def2-TZVPD" smiles="CCCCCCCOc1ccc(OC(=O)c2cccnc2)cc1" total_charge=0 gap_ev=8.7 e_above_lowest_ev=1.1689 multiplicity=1 energy_ha=-1018.28250 homo_ev=-8.41 e_lumo_ha=0.0091
C 5.79300 -1.32241 3.05776 -0.113
C 4.69423 -1.66740 4.05802 -0.259
C 3.46073 -0.75856 3.95381 -0.220
C 2.29280 -1.36961 3.17515 -0.214
C 2.56367 -1.64525 1.69717 -0.205
C 2.77512 -0.37362 0.87828 -0.176
C 2.92971 -0.69296 -0.61053 -0.195
O 1.79881 -1.34161 -1.15684 -0.048
C 0.66193 -0.64014 -1.39746 -0.267
C 0.52212 0.74212 -1.30324 -0.014
C -0.69092 1.33720 -1.59696 0.007
C -1.77577 0.56744 -1.98707 -0.227
C -1.64642 -0.81093 -2.09636 0.004
C -0.43750 -1.40217 -1.79991 0.015
H -0.31576 -2.47065 -1.87833 0.122
H -2.48357 -1.41560 -2.40445 0.119
O -2.94413 1.25138 -2.31027 0.068
C -4.14797 0.77060 -1.96835 -0.428
O -4.33941 -0.23921 -1.33849 0.127
C -5.23896 1.65660 -2.45047 -0.101
C -6.55418 1.35801 -2.09748 0.003
C -7.56855 2.18218 -2.54867 -0.048
C -7.22485 3.27363 -3.33523 -0.140
N -5.98040 3.56294 -3.67815 0.067
C -5.01201 2.77685 -3.24968 -0.077
H -4.01064 3.04663 -3.55551 0.121
H -7.97945 3.95160 -3.71225 0.105
H -8.59938 1.98634 -2.29805 0.103
H -6.74950 0.49281 -1.48097 0.122
H -0.80433 2.40784 -1.52560 0.122
H 1.34642 1.37075 -1.00669 0.107
H 3.17120 0.21280 -1.18088 0.121
H 3.74223 -1.41206 -0.75033 0.131
H 3.67401 0.15033 1.20519 0.110
H 1.92032 0.28987 1.02461 0.111
H 3.43190 -2.29738 1.59415 0.105
H 1.70539 -2.17856 1.28180 0.116
H 1.43499 -0.69630 3.25352 0.110
H 2.01275 -2.31016 3.65584 0.110
H 3.09564 -0.54104 4.96027 0.104
H 3.74670 0.19441 3.50650 0.100
H 5.11559 -1.58379 5.06226 0.100
H 4.39109 -2.70739 3.92176 0.105
H 6.64455 -1.98680 3.19060 0.069
H 6.13443 -0.30003 3.20821 0.074
H 5.44438 -1.41872 2.03333 0.053

***

Record 5
46
Properties=species:S:1:pos:R:3:lowdin_charge:R:1 method="wB97M-V/def2-TZVPD" smiles="COc1ccc(OCCCC(=O)N[C@@H](C)c2ccccc2)cc1" total_charge=0 gap_ev=8.5 e_above_lowest_ev=1.0701 multiplicity=1 energy_ha=-1018.28613 homo_ev=-7.88 e_lumo_ha=0.0235
C 3.73961 2.78502 -2.72478 -0.097
H 4.32492 3.54063 -3.24663 0.092
O 3.52352 1.75801 -3.65886 -0.091
C 2.81862 0.65624 -3.26016 -0.283
C 2.26617 0.47289 -2.00219 -0.019
C 1.56178 -0.68536 -1.70165 -0.017
C 1.39897 -1.68026 -2.65429 -0.271
C 1.95901 -1.49266 -3.92084 0.002
C 2.65671 -0.34653 -4.21859 0.000
H 3.09137 -0.19936 -5.19427 0.119
H 1.83368 -2.27132 -4.65609 0.119
O 0.74089 -2.86311 -2.46932 -0.045
C 0.03771 -3.07945 -1.26568 -0.191
C -1.28024 -2.29787 -1.21736 -0.160
H -1.08368 -1.25129 -1.46329 0.106
H -1.95264 -2.69530 -1.98034 0.120
C -1.93985 -2.40100 0.15993 -0.102
C -1.10707 -1.69189 1.21860 -0.505
O -0.38396 -2.27614 1.99792 0.063
N -1.21756 -0.34560 1.18506 0.109
H -1.86256 0.08316 0.54048 0.141
C -0.57709 0.52630 2.15441 -0.313
C -1.62032 1.30265 2.92505 -0.189
C -1.73353 1.15239 4.30034 -0.028
C -2.68916 1.85851 5.01008 -0.080
C -3.54717 2.72147 4.35073 -0.092
C -3.44462 2.87490 2.97869 -0.082
C -2.48739 2.17025 2.27124 -0.047
H -2.41659 2.30462 1.20062 0.108
H -4.11167 3.54624 2.45772 0.102
H -4.29405 3.27222 4.90288 0.101
H -2.76534 1.73256 6.07994 0.103
H -1.06906 0.47534 4.81696 0.115
C 0.42178 1.46146 1.46889 -0.025
H -0.06754 2.05369 0.69868 0.078
H 0.85441 2.13622 2.20310 0.088
H 1.22068 0.88317 1.01259 0.065
H -0.03902 -0.14123 2.83574 0.140
H -2.02597 -3.44976 0.44614 0.124
H -2.93876 -1.96204 0.12605 0.117
H -0.16726 -4.15323 -1.25186 0.136
H 0.65923 -2.84255 -0.39482 0.120
H 1.15602 -0.79342 -0.70803 0.091
H 2.37229 1.22311 -1.23393 0.092
H 4.30328 2.42870 -1.85598 0.095
H 2.79692 3.22960 -2.38732 0.093

***

Record 6
47
Properties=species:S:1:pos:R:3:lowdin_charge:R:1 method="wB97M-V/def2-TZVPD" smiles="CCOC(=O)CNC(=O)c1ccc(C#CC2(O)CCCCC2)cc1" total_charge=0 gap_ev=9.1 e_above_lowest_ev=1.4048 multiplicity=1 energy_ha=-1093.51783 homo_ev=-8.88 e_lumo_ha=0.0083
C 0.87446 1.90296 5.06934 -0.063
C 1.97494 0.97801 5.55314 -0.216
H 1.70307 0.47985 6.49027 0.127
H 2.91058 1.52353 5.71575 0.132
O 2.19660 -0.01748 4.54991 -0.008
C 3.01509 -1.01918 4.86745 -0.478
O 3.53868 -1.15508 5.94034 0.118
C 3.19630 -1.98002 3.70063 -0.061
N 2.32494 -1.70793 2.59015 0.066
C 2.79997 -1.10342 1.46453 -0.443
O 3.98620 -0.91364 1.28201 0.078
C 1.76170 -0.72322 0.46826 -0.131
C 0.55531 -1.40635 0.32989 -0.023
C -0.36215 -1.01298 -0.62283 -0.018
C -0.09274 0.07721 -1.45241 -0.233
C 1.12041 0.75541 -1.32305 -0.010
C 2.03740 0.34985 -0.37703 -0.002
H 2.98522 0.85589 -0.27202 0.121
H 1.33201 1.59312 -1.97095 0.120
C -1.03753 0.48302 -2.42245 0.057
C -1.87161 0.80834 -3.22754 0.075
C -2.81257 1.23636 -4.25803 -0.538
C -3.98416 1.99527 -3.61742 -0.118
C -4.80181 1.08690 -2.70670 -0.190
C -5.32331 -0.12116 -3.47914 -0.201
C -4.16204 -0.89739 -4.09261 -0.192
C -3.34177 0.00109 -5.01237 -0.121
H -3.96065 0.35568 -5.83977 0.127
H -2.49929 -0.55747 -5.43083 0.124
H -4.53880 -1.75120 -4.65948 0.111
H -3.51843 -1.27832 -3.29599 0.108
H -5.89311 -0.77146 -2.81256 0.108
H -5.99373 0.21670 -4.27274 0.115
H -5.63636 1.65159 -2.28694 0.111
H -4.17419 0.74628 -1.87957 0.111
H -3.58636 2.84516 -3.06075 0.127
H -4.60465 2.38322 -4.42701 0.128
O -2.18276 2.14189 -5.15536 0.007
H -1.41247 1.71215 -5.54309 0.103
H -1.29443 -1.54729 -0.73604 0.117
H 0.34062 -2.26956 0.94366 0.112
H 1.33768 -1.66266 2.78505 0.135
H 4.22409 -1.87389 3.33315 0.139
H 3.06407 -3.00258 4.06903 0.138
H 0.70474 2.68288 5.80561 0.078
H -0.04856 1.34826 4.92153 0.077
H 1.15999 2.36003 4.12567 0.078

***

Record 7
47
Properties=species:S:1:pos:R:3:lowdin_charge:R:1 method="wB97M-V/def2-TZVPD" smiles="COC1=CC[C@H](C(=O)N2C(=O)OC[C@@H]2Cc2ccccc2)[C@@H](C)C1" total_charge=0 gap_ev=9.0 e_above_lowest_ev=1.3379 multiplicity=1 energy_ha=-1093.52029 homo_ev=-8.30 e_lumo_ha=0.0239
O -0.84194 2.43590 0.96864 0.120
O -0.97729 -1.40217 -0.73839 0.087
O 3.17970 2.88847 -3.28348 -0.097
O -2.93195 1.75272 1.60957 0.063
C -1.71211 1.57597 1.03428 -0.439
C -0.72152 -0.27297 -0.35199 -0.319
C 0.85491 2.40748 -2.81609 -0.021
C 2.19611 2.25298 -2.56022 -0.258
C 0.51386 -4.44664 2.21554 -0.093
C 0.72600 -3.27699 2.97301 -0.068
C -0.65447 -4.57657 1.47736 -0.080
C -0.26359 -2.28617 2.96188 -0.052
C -1.59417 -3.53115 1.43843 -0.050
C -1.40825 -2.37526 2.17213 -0.231
N -1.58080 0.26341 0.56714 0.120
C 2.80016 4.05915 -3.98146 -0.094
C -3.73889 0.61427 1.28346 -0.087
C -2.50101 -1.31142 2.29041 -0.084
C -0.23173 1.64542 -2.09523 -0.132
C 2.25848 -0.05928 0.47057 -0.046
C 2.71482 1.35699 -1.45937 -0.094
C -2.74008 -0.52587 1.00191 -0.220
C 0.35600 0.50767 -1.20148 -0.155
C 1.62324 0.97066 -0.46280 -0.345
H 0.51653 3.05241 -3.61859 0.096
H 1.20589 -5.28593 2.19328 0.099
H 1.60778 -3.15993 3.59100 0.099
H -0.79512 -5.50672 0.89317 0.111
H -0.06552 -1.42417 3.55127 0.098
H -2.51111 -3.68248 0.88262 0.115
H 3.68504 4.66041 -4.23800 0.097
H 2.16971 4.62013 -3.34443 0.072
H 2.21863 3.82350 -4.88995 0.094
H -4.30281 0.88132 0.37558 0.139
H -4.41004 0.32774 2.07606 0.125
H -2.32043 -0.64539 3.14153 0.130
H -3.45903 -1.80651 2.51986 0.131
H -0.81006 2.38261 -1.55210 0.098
H -0.93727 1.20287 -2.81642 0.123
H 3.25393 0.23730 0.81408 0.084
H 1.63251 -0.10751 1.36672 0.078
H 2.36821 -0.96536 -0.07017 0.077
H 3.10580 0.44224 -1.88427 0.124
H 3.53677 1.82386 -0.87356 0.139
H -3.09223 -1.16624 0.17686 0.160
H 0.71458 -0.24598 -1.90655 0.150
H 1.36279 1.87521 0.09823 0.136

***

Record 8
47
Properties=species:S:1:pos:R:3:lowdin_charge:R:1 method="wB97M-V/def2-TZVPD" smiles="COc1ccc(-c2ccc(CCC(=O)O)n2C[C@H]2CCCO2)cc1" total_charge=0 gap_ev=8.6 e_above_lowest_ev=1.0193 multiplicity=1 energy_ha=-1093.53200 homo_ev=-7.89 e_lumo_ha=0.0267
C -0.30246 -5.86255 0.34347 -0.090
H -1.32565 -5.49211 0.22131 0.095
O 0.61221 -5.11997 -0.42494 -0.083
C 0.75314 -3.79051 -0.16549 -0.277
C 0.04826 -3.08609 0.80440 -0.011
C 0.26774 -1.72978 0.97177 -0.029
C 1.18029 -1.04402 0.17613 -0.191
C 1.90209 -1.76432 -0.77608 -0.027
C 1.69163 -3.11394 -0.94750 0.004
H 2.24187 -3.67522 -1.68586 0.119
H 2.62990 -1.25153 -1.38760 0.120
C 1.41740 0.38739 0.35221 -0.213
C 2.61540 1.02022 0.59227 -0.022
C 2.33919 2.38671 0.76308 -0.044
C 0.98361 2.55932 0.59962 -0.267
N 0.42327 1.33259 0.36450 0.005
C -0.94042 1.09859 -0.02199 -0.053
H -1.62207 1.66701 0.61694 0.136
H -1.16466 0.03973 0.10409 0.118
C -1.20760 1.47921 -1.49887 -0.302
C -0.43831 0.58927 -2.47823 -0.103
H -0.35445 1.09846 -3.43852 0.121
C -1.35612 -0.62896 -2.59607 -0.135
H -1.07174 -1.39488 -1.87427 0.097
C -2.74698 -0.05446 -2.27127 -0.180
H -3.39307 -0.00610 -3.15237 0.118
H -3.25791 -0.64398 -1.50053 0.118
O -2.56742 1.27851 -1.81433 -0.094
H -1.32484 -1.07056 -3.58923 0.110
H 0.55725 0.33836 -2.12297 0.101
H -0.99465 2.54244 -1.64958 0.147
C 0.19540 3.81398 0.78212 -0.105
H -0.78544 3.73502 0.31477 0.112
H 0.72810 4.64470 0.31435 0.124
C 0.00553 4.14753 2.27939 -0.083
C -0.70328 3.00865 2.98592 -0.544
O -1.87251 3.00711 3.24587 0.114
O 0.07215 1.95641 3.29613 0.111
H 0.97238 2.04614 2.94680 0.102
H 0.97917 4.32185 2.74284 0.123
H -0.60392 5.04601 2.37607 0.124
H 3.05271 3.16120 0.96894 0.106
H 3.57344 0.54489 0.66242 0.107
H -0.26189 -1.20556 1.75470 0.125
H -0.66691 -3.58073 1.44269 0.105
H -0.24315 -6.88262 -0.03262 0.093
H -0.03669 -5.85339 1.40549 0.096